*A*
{"formula": "C4H6N2O", "method": "ωB97M-V/def2-TZVPD", "total_charge": 0, "smiles": "Nc1ccc(O)[nH]1", "homo_ev": -7.41, "orbital_gap_ha": 0.3048, "elements": ["N", "C", "C", "C", "C", "O", "N", "H", "H", "H", "H", "H", "H"], "positions_angstrom": [[-2.26, -0.51, 0.14], [-0.92, -0.06, 0.01], [-0.35, 1.15, -0.27], [1.08, 0.97, -0.27], [1.30, -0.35, 0.02], [2.42, -1.11, 0.16], [0.10, -0.98, 0.19], [-2.87, -0.01, -0.48], [-2.60, -0.40, 1.09], [-0.87, 2.08, -0.44], [1.84, 1.72, -0.45], [3.18, -0.53, 0.01], [-0.04, -1.97, 0.30]], "mulliken_charge": [-0.55, 0.10, -0.62, -0.48, 0.29, -0.52, -0.05, 0.27, 0.24, 0.38, 0.37, 0.33, 0.22]}

*B*
{"formula": "C4H6N2O", "method": "ωB97M-V/def2-TZVPD", "total_charge": 0, "homo_ev": -6.83, "orbital_gap_ha": 0.2810, "elements": ["N", "C", "C", "O", "N", "C", "C", "H", "H", "H", "H", "H", "H"], "positions_angstrom": [[0.71, 0.06, -1.34], [1.07, -0.51, 0.03], [0.42, 0.40, 0.99], [1.07, 1.00, 1.97], [-0.87, 0.53, 0.86], [-1.34, -0.14, -0.37], [-0.14, -1.03, -0.68], [-0.43, 0.59, -1.34], [1.38, -0.20, -2.07], [1.98, 0.69, 1.88], [-1.43, 1.19, 1.39], [-2.32, -0.58, -0.23], [-0.22, -2.01, -1.14]], "mulliken_charge": [-0.36, -0.80, 0.75, -0.45, -0.03, -0.92, -0.19, 0.50, 0.24, 0.35, 0.23, 0.23, 0.45]}

The structure with the greatest stability is *A*.

*A*
{"formula": "C4H6N2O", "method": "ωB97M-V/def2-TZVPD", "total_charge": 0, "smiles": "C[C@@H]1C=NNC1=O", "homo_ev": -9.52, "orbital_gap_ha": 0.3785, "elements": ["C", "C", "C", "N", "N", "C", "O", "H", "H", "H", "H", "H", "H"], "positions_angstrom": [[1.42, 0.74, -0.32], [0.33, 0.05, 0.59], [0.20, -1.33, 0.13], [-1.03, -1.63, -0.15], [-1.78, -0.53, -0.23], [-1.33, 0.62, 0.23], [-1.72, 1.73, 0.19], [1.10, 0.64, -1.34], [2.39, 0.39, -0.30], [1.66, 1.77, -0.10], [0.55, 0.10, 1.68], [0.91, -2.01, 0.31], [-2.70, -0.54, -0.68]], "mulliken_charge": [-1.34, 0.17, -0.39, -0.67, 0.19, 0.35, -0.55, 0.36, 0.43, 0.33, 0.31, 0.55, 0.26]}

*B*
{"formula": "C4H6N2O", "method": "ωB97M-V/def2-TZVPD", "total_charge": 0, "homo_ev": -7.56, "orbital_gap_ha": 0.3053, "elements": ["C", "N", "C", "C", "C", "O", "N", "H", "H", "H", "H", "H", "H"], "positions_angstrom": [[0.17, 0.99, 1.53], [-1.31, -0.69, 0.35], [0.29, -0.62, -1.35], [-0.40, 0.33, 0.32], [0.00, 0.67, -1.06], [0.86, -1.18, -2.41], [-0.02, -1.43, -0.24], [0.84, -2.14, -2.28], [-1.38, -1.08, 1.29], [0.01, 1.60, -1.59], [-0.10, 0.49, 2.46], [-0.22, 2.01, 1.55], [1.25, 1.06, 1.43]], "mulliken_charge": [-1.15, -0.35, 0.46, 1.03, -0.94, -0.47, -0.61, 0.37, 0.29, 0.38, 0.36, 0.32, 0.30]}

*C*
{"formula": "C4H6N2O", "method": "ωB97M-V/def2-TZVPD", "total_charge": 0, "homo_ev": -9.69, "orbital_gap_ha": 0.3369, "elements": ["C", "C", "C", "C", "H", "H", "H", "H", "H", "H", "N", "N", "O"], "positions_angstrom": [[-0.31, 0.85, -0.43], [-1.75, 0.18, -0.02], [1.74, -0.42, 0.14], [0.39, -1.36, -0.09], [-0.72, 2.49, 0.07], [-2.25, 1.18, 0.39], [2.76, -0.64, -0.42], [1.83, 0.12, 1.14], [0.39, -2.43, -0.38], [-0.53, -0.98, 0.82], [0.09, 2.00, -0.13], [0.60, -0.09, -0.87], [-2.25, -0.90, -0.23]], "mulliken_charge": [0.48, 0.17, -0.33, -0.35, 0.24, 0.15, 0.24, 0.22, 0.30, 0.14, -0.59, -0.26, -0.41]}

*D*
{"formula": "C4H6N2O", "method": "ωB97M-V/def2-TZVPD", "total_charge": 0, "homo_ev": -8.21, "orbital_gap_ha": 0.3159, "elements": ["C", "C", "N", "C", "C", "O", "N", "H", "H", "H", "H", "H", "H"], "positions_angstrom": [[2.09, -0.21, 0.08], [0.60, 0.01, 0.28], [-0.19, -0.88, -0.41], [-1.24, -0.41, -1.21], [-1.86, 0.16, -0.24], [-2.75, 0.45, 0.65], [0.08, 0.92, 1.02], [2.32, -0.32, -0.98], [2.42, -1.13, 0.58], [2.66, 0.63, 0.48], [-1.38, -0.60, -2.27], [-3.49, -0.18, 0.59], [0.78, 1.55, 1.40]], "mulliken_charge": [-0.93, 0.78, -0.56, -0.62, 0.68, -0.41, -0.67, 0.25, 0.24, 0.35, 0.33, 0.37, 0.19]}

The structure with the greatest stability is *A*.

*A*
{"formula": "C4H6N2O", "method": "ωB97M-V/def2-TZVPD", "total_charge": 0, "smiles": "C=C(C#N)NCO", "homo_ev": -9.19, "orbital_gap_ha": 0.3547, "elements": ["C", "C", "C", "N", "N", "C", "O", "H", "H", "H", "H", "H", "H"], "positions_angstrom": [[-0.95, 1.16, 0.76], [0.24, 0.81, 0.50], [1.37, 1.04, 1.98], [1.84, 1.28, 2.99], [0.69, -0.13, -0.41], [-0.31, -1.09, -0.90], [-0.31, -0.99, -2.28], [-1.70, 1.13, -0.14], [-1.28, 1.65, 1.59], [1.71, -0.31, -0.54], [-1.32, -0.77, -0.53], [-0.11, -2.02, -0.38], [0.14, -1.77, -2.65]], "mulliken_charge": [-0.95, 0.59, 0.07, -0.38, -0.18, -0.46, -0.49, 0.28, 0.35, 0.26, 0.27, 0.32, 0.32]}

*B*
{"formula": "C4H6N2O", "method": "ωB97M-V/def2-TZVPD", "total_charge": 0, "smiles": "Cc1c[nH]nc1O", "homo_ev": -8.84, "orbital_gap_ha": 0.3599, "elements": ["C", "C", "C", "N", "N", "C", "O", "H", "H", "H", "H", "H", "H"], "positions_angstrom": [[-1.64, -1.35, 0.02], [-0.28, -0.69, -0.03], [0.95, -1.16, -0.04], [1.80, -0.08, 0.11], [1.06, 1.09, -0.06], [-0.21, 0.74, -0.01], [-1.32, 1.51, 0.02], [-2.07, -1.21, 0.99], [-1.38, -2.45, -0.28], [-2.26, -0.94, -0.78], [1.51, -2.06, 0.13], [2.86, -0.13, -0.18], [-1.07, 2.42, 0.02]], "mulliken_charge": [-1.02, 0.64, -0.75, 0.06, -0.73, 0.41, -0.48, 0.29, 0.27, 0.30, 0.40, 0.27, 0.35]}

The structure with the greatest stability is *B*.